1.
# C18H18BIN3O2PtS

A molecular structure, C18H18BIN3O2PtS (ωB97M-V/def2-TZVPD, OMol25).

Cartesian coordinates (Å):
Pt 0.132 0.191 0.002
C 0.349 4.656 6.062
C -0.117 4.191 4.708
C -1.350 3.571 4.540
C -1.795 3.193 3.282
C -1.002 3.441 2.173
C 0.229 4.064 2.321
C 0.671 4.421 3.582
S -1.551 2.995 0.533
O -0.592 3.525 -0.391
O -2.899 3.484 0.389
N -1.475 1.346 0.515
C -2.634 0.600 0.756
C -3.857 1.063 1.259
C -4.951 0.211 1.401
C -4.889 -1.117 1.061
C -3.679 -1.648 0.589
C -3.514 -3.003 0.254
C -2.282 -3.442 -0.168
C -1.228 -2.546 -0.261
N -1.352 -1.261 0.026
C -2.553 -0.791 0.455
H -0.434 4.540 6.810
H 0.626 5.710 6.015
H 1.228 4.099 6.393
H -1.976 3.384 5.405
H -2.757 2.714 3.170
H 0.814 4.285 1.438
H 1.642 4.889 3.698
H -3.972 2.104 1.490
H -5.878 0.615 1.789
H -5.760 -1.755 1.150
H -4.349 -3.686 0.346
H -2.122 -4.481 -0.419
H -0.240 -2.863 -0.570
B 3.059 -3.223 -1.043
C 2.133 -2.015 -0.731
N 1.433 -1.136 -0.476
H 3.970 -3.194 -0.247
H 3.499 -3.068 -2.161
H 2.394 -4.233 -0.944
I 3.704 1.079 0.315
C 1.593 1.604 0.208
H 1.566 2.330 -0.592
H 1.465 2.127 1.150

Results
Calculated total energy, eV: -50385.140
HOMO-LUMO gap, eV: 7.19
LUMO, Ha: 0.0748
Net charge: -1
Spin multiplicity: 1
HOMO, eV: -5.155

---

2.
# C18H18BaF6O22P

A molecular structure, C18H18BaF6O22P (ωB97M-V/def2-TZVPD, OMol25).

Cartesian coordinates (Å):
Ba 2.557 1.668 -1.604
P 0.349 0.338 -0.475
O 1.770 -0.105 0.009
O 0.366 1.906 -0.111
O -0.863 -0.521 0.207
O 0.397 0.432 -1.990
C -0.360 -2.890 1.613
C -1.767 -2.889 2.254
O -1.458 -2.789 3.629
C -0.228 -3.332 3.825
O 0.284 -3.556 4.938
O 0.416 -3.385 2.677
F -2.511 -3.983 1.977
H 0.168 -1.945 1.484
H -0.321 -3.560 0.754
H -2.309 -2.090 1.748
C -1.248 -1.792 -2.906
C -0.285 -1.918 -4.014
O -1.224 -2.035 -5.136
C -2.404 -2.607 -4.662
O -3.288 -3.137 -5.283
O -2.236 -2.749 -3.328
F 0.326 -3.182 -3.902
H -1.566 -0.763 -2.740
H -0.695 -2.130 -2.030
H 0.383 -1.056 -3.994
C 0.180 1.274 2.554
C 1.141 0.269 3.136
O 0.703 -0.077 4.424
C -0.265 0.738 4.723
O -0.852 0.616 5.783
O -0.485 1.623 3.692
F 2.288 0.922 3.393
H -0.632 0.768 2.033
H 0.693 2.074 2.020
H 1.401 -0.629 2.575
C 0.583 5.383 1.122
C 0.706 4.946 -0.438
O 1.878 4.264 -0.441
C 2.368 4.153 0.876
O 3.407 3.576 1.054
O 1.558 4.567 1.768
F 0.504 6.031 -1.238
H -0.370 4.974 1.456
H 0.588 6.450 1.345
H -0.026 4.168 -0.652
C 2.009 -3.167 -0.974
C 2.995 -3.230 0.152
O 4.261 -3.287 -0.430
C 4.159 -3.051 -1.702
O 5.131 -2.915 -2.490
O 2.846 -3.015 -2.130
F 2.683 -4.387 0.818
H 1.354 -2.302 -0.867
H 1.451 -4.103 -0.979
H 2.946 -2.433 0.894
C -2.746 1.635 -0.886
C -2.468 2.082 -2.274
O -2.689 3.451 -1.962
C -3.714 3.543 -1.096
O -4.206 4.638 -0.721
O -3.984 2.275 -0.617
F -3.393 1.677 -3.221
H -2.082 2.046 -0.126
H -2.681 0.554 -0.766
H -1.492 1.968 -2.746

Results
Calculated total energy, eV: -90296.456
HOMO-LUMO gap, eV: 7.23
LUMO, Ha: 0.0199
Relative energy (zero: lowest compared OMol25 entry of this formula, charge and spin), eV: 0.000
Net charge: -1
Spin multiplicity: 1
HOMO, eV: -6.691

---

3.
# C18H18Br9F5O15

A molecular structure, C18H18Br9F5O15 (ωB97M-V/def2-TZVPD, OMol25).

Cartesian coordinates (Å):
C -0.609 -0.901 0.460
C 0.847 -1.065 0.090
O 1.489 -1.209 1.330
C 0.690 -0.691 2.308
O 1.038 -0.299 3.372
O -0.572 -0.591 1.855
F 1.305 0.078 -0.538
H -1.212 -1.776 0.229
H -1.011 -0.012 -0.023
H 1.019 -1.919 -0.567
C -4.028 4.688 -0.650
C -4.137 4.622 0.859
O -3.490 3.395 1.234
C -3.177 2.728 0.096
O -2.841 1.590 0.111
O -3.228 3.567 -0.961
F -5.429 4.566 1.290
H -3.520 5.563 -1.055
H -5.025 4.624 -1.094
H -3.655 5.444 1.390
C 1.942 0.051 5.343
C 3.424 0.277 5.526
O 3.555 0.831 6.785
C 2.337 1.320 7.193
O 2.155 1.833 8.243
O 1.382 0.933 6.356
F 3.838 1.143 4.528
H 1.618 -0.980 5.486
H 1.502 0.371 4.403
H 4.055 -0.613 5.523
C 2.855 -3.983 -3.891
C 3.105 -2.475 -3.745
O 1.858 -1.938 -3.435
C 1.070 -2.935 -2.957
O 0.002 -2.744 -2.473
O 1.596 -4.127 -3.217
F 3.569 -1.980 -4.921
H 3.669 -4.657 -3.651
H 2.683 -4.100 -4.967
H 3.851 -2.407 -2.946
C -2.576 -0.943 -3.012
C -1.563 -0.401 -4.022
O -2.201 0.769 -4.482
C -3.163 1.123 -3.548
O -3.941 1.994 -3.657
O -3.149 0.255 -2.535
F -1.357 -1.263 -5.052
H -2.171 -1.617 -2.262
H -3.337 -1.534 -3.535
H -0.590 -0.166 -3.581
C -2.340 -5.758 1.313
Br -4.213 -5.335 1.337
Br -1.325 -4.400 0.336
Br -2.046 -7.552 0.577
H -1.952 -5.839 2.319
C 3.481 0.939 -0.492
Br 4.642 1.969 0.652
Br 3.930 -0.961 -0.522
Br 3.404 1.586 -2.306
H 2.489 1.093 -0.089
C 0.554 4.067 -0.040
Br 2.334 4.714 -0.657
Br 0.805 3.244 1.694
Br -0.173 2.836 -1.353
H -0.059 4.956 0.000

Results
Calculated total energy, eV: -693637.207
HOMO-LUMO gap, eV: 9.71
LUMO, Ha: -0.0183
Relative energy (zero: lowest compared OMol25 entry of this formula, charge and spin), eV: 0.000
Spin multiplicity: 1
HOMO, eV: -10.210

---

4.
# C18H18Cl2N3O6STi

A molecular structure, C18H18Cl2N3O6STi (ωB97M-V/def2-TZVPD, OMol25).

Cartesian coordinates (Å):
Ti 0.086 0.602 0.914
O 2.352 0.594 1.325
C 3.071 1.619 0.642
C 2.361 2.919 0.997
N 0.912 2.722 1.249
C 0.592 2.858 2.703
C 0.729 1.553 3.493
O 1.303 1.561 4.565
O 0.130 0.553 2.921
C 0.045 3.631 0.475
C -1.361 3.058 0.329
O -2.258 3.760 -0.074
O -1.456 1.797 0.674
H 2.763 -0.276 1.238
H 4.103 1.647 0.993
H 3.059 1.423 -0.429
H 2.811 3.362 1.886
H 2.488 3.628 0.178
H 1.200 3.628 3.179
H -0.459 3.139 2.775
H -0.022 4.616 0.944
H 0.448 3.751 -0.529
Cl -2.087 -0.914 1.337
C -1.708 -2.614 1.226
C -2.778 -3.486 1.325
C -2.544 -4.849 1.254
C -1.244 -5.300 1.084
C -0.200 -4.398 0.981
Cl 1.399 -5.057 0.763
C -0.374 -3.003 1.043
S 0.930 -1.876 0.857
H -3.776 -3.092 1.461
H -3.363 -5.551 1.331
H -1.027 -6.359 1.026
N -1.981 -2.569 -2.893
C -1.430 -1.628 -3.732
O -1.564 -1.739 -4.942
C -0.618 -0.530 -3.140
C 0.040 0.403 -4.011
C 0.811 1.377 -3.386
C 0.929 1.438 -2.019
N 0.289 0.538 -1.151
C -0.467 -0.409 -1.796
H -2.324 -3.389 -3.361
H -1.641 -2.693 -1.956
H -0.071 0.327 -5.081
H 1.339 2.119 -3.975
H 1.522 2.213 -1.558
H -0.961 -1.105 -1.134

Results
Calculated total energy, eV: -94714.941
HOMO-LUMO gap (spin up / spin down), eV: 4.71 / 7.54
LUMO (spin up / spin down), Ha: 0.0864 / 0.0859
Relative energy (zero: lowest compared OMol25 entry of this formula, charge and spin), eV: 0.621
Net charge: -1
Spin multiplicity: 3
HOMO (spin up / spin down), eV: -2.355 / -5.205

---

5.
# C18H18Cl3GeN4Ti

A molecular structure, C18H18Cl3GeN4Ti (ωB97M-V/def2-TZVPD, OMol25).

Cartesian coordinates (Å):
Ti -0.176 -0.269 0.038
C 1.977 -2.030 0.899
N 1.110 -0.963 1.381
C -1.672 -0.885 1.648
C -1.977 0.528 -0.690
C -3.315 0.845 -0.868
C -3.707 1.122 -2.165
C -2.778 1.073 -3.217
C -1.468 0.763 -2.950
N -1.108 0.517 -1.674
C 1.680 -0.002 2.296
C 0.845 1.248 2.285
C 0.764 2.093 3.365
C 0.039 3.270 3.230
C -0.579 3.556 2.021
C -0.495 2.637 1.001
N 0.195 1.486 1.125
C 2.293 -1.693 -0.552
C 3.189 -2.429 -1.294
C 3.459 -2.020 -2.590
C 2.830 -0.888 -3.100
C 1.921 -0.229 -2.312
N 1.638 -0.622 -1.054
H 1.450 -2.986 0.951
H 2.900 -2.124 1.470
H -1.206 -1.067 2.615
H -2.523 -0.222 1.755
H -4.022 0.855 -0.049
H -4.741 1.363 -2.378
H -3.086 1.266 -4.235
H -0.716 0.707 -3.725
H 2.692 0.248 1.953
H 1.803 -0.416 3.301
H 1.274 1.847 4.287
H -0.041 3.958 4.063
H -1.136 4.470 1.872
H -0.986 2.806 0.056
H 3.677 -3.293 -0.861
H 4.163 -2.573 -3.199
H 3.036 -0.530 -4.099
H 1.398 0.645 -2.666
Cl -1.467 -4.259 1.925
Ge -2.190 -2.547 0.930
Cl -0.835 -2.464 -0.905
Cl -4.111 -2.789 0.117

Results
Calculated total energy, eV: -142105.754
HOMO-LUMO gap (spin up / spin down), eV: 8.34 / 6.93
LUMO (spin up / spin down), Ha: -0.2610 / -0.3218
Relative energy (zero: lowest compared OMol25 entry of this formula, charge and spin), eV: 2.941
Net charge: +2
Spin multiplicity: 2
HOMO (spin up / spin down), eV: -15.443 / -15.690

---

6.
# C18H18ClN2O3PSn

A molecular structure, C18H18ClN2O3PSn (ωB97M-V/def2-TZVPD, OMol25).

Cartesian coordinates (Å):
C 2.620 2.715 0.272
C 3.667 1.755 -0.471
N 3.122 1.002 -1.647
C 1.853 0.315 -1.333
C 0.560 0.914 -1.957
C -0.767 0.196 -1.637
C -0.879 -1.122 -0.759
C 0.411 -1.716 -0.129
P 0.358 -3.235 0.976
O -0.936 -4.281 0.651
Cl 2.060 -4.412 0.392
C 1.782 -0.969 -0.407
N 3.075 -1.370 0.149
C 3.108 -1.418 1.635
C 4.296 -0.599 2.332
C -2.353 -1.656 -0.606
O -2.819 -2.784 -0.845
C -3.446 -0.514 -0.222
C -4.512 -0.667 0.896
C -5.494 0.536 1.120
C -5.415 1.819 0.204
C -4.321 1.960 -0.934
C -3.331 0.790 -1.116
C -2.133 0.837 -2.215
O -2.272 1.278 -3.371
H 1.866 2.121 0.908
H 2.064 3.414 -0.458
H 3.201 3.398 0.999
H 4.205 1.013 0.205
H 4.493 2.449 -0.893
H 2.884 1.732 -2.345
H 0.547 1.859 -2.612
H -1.004 -4.460 -0.325
H 3.488 -2.187 -0.311
H 3.157 -2.491 2.069
H 2.111 -0.990 2.043
H 4.208 -0.806 3.469
H 4.193 0.548 2.238
H 5.337 -0.972 2.036
H -4.539 -1.614 1.532
H -6.262 0.442 1.970
H -6.206 2.644 0.424
H -4.288 2.910 -1.588
Sn -7.687 1.615 -0.341

Results
Calculated total energy, eV: -55694.570
HOMO-LUMO gap, eV: 2.29
LUMO, Ha: -0.3929
Net charge: +2
Spin multiplicity: 1
HOMO, eV: -12.981

---

7.
# C18H18ClN4O4Sn

A molecular structure, C18H18ClN4O4Sn (ωB97M-V/def2-TZVPD, OMol25).

Cartesian coordinates (Å):
Sn 0.322 -0.470 0.060
C -2.436 0.756 -0.403
N -1.139 1.219 0.143
C -0.552 2.305 -0.690
C 0.103 1.734 -1.928
C 0.207 2.444 -3.102
C 0.901 1.885 -4.172
C 1.465 0.623 -4.040
C 1.321 -0.049 -2.846
N 0.650 0.502 -1.809
C -1.215 1.602 1.575
C 0.170 1.595 2.181
C 0.517 2.389 3.249
C 1.801 2.290 3.780
C 2.710 1.406 3.213
C 2.314 0.638 2.143
N 1.063 0.734 1.639
C -2.626 -0.735 -0.249
C -3.879 -1.302 -0.296
C -4.003 -2.687 -0.272
C -2.858 -3.472 -0.199
C -1.632 -2.856 -0.127
N -1.519 -1.505 -0.149
H -3.261 1.297 0.063
H -2.455 0.990 -1.470
H -1.319 3.034 -0.954
H 0.201 2.826 -0.093
H -0.239 3.427 -3.183
H 0.997 2.432 -5.102
H 2.008 0.158 -4.852
H 1.738 -1.035 -2.693
H -1.677 2.585 1.687
H -1.851 0.876 2.091
H -0.208 3.075 3.669
H 2.087 2.905 4.624
H 3.718 1.310 3.593
H 2.988 -0.063 1.668
H -4.753 -0.666 -0.360
H -4.982 -3.147 -0.310
H -2.912 -4.552 -0.185
H -0.723 -3.432 -0.043
O 3.136 -2.551 1.429
Cl 1.938 -2.717 0.736
O 0.767 -2.174 1.499
O 1.672 -3.984 0.226
O 1.910 -1.681 -0.451

Results
Calculated total energy, eV: -51428.707
HOMO-LUMO gap, eV: 9.70
LUMO, Ha: -0.3685
Net charge: +3
Spin multiplicity: 1
HOMO, eV: -19.729

---

8.
# C18H18CrN5O8

A molecular structure, C18H18CrN5O8 (ωB97M-V/def2-TZVPD, OMol25).

Cartesian coordinates (Å):
Cr -0.697 -0.522 -0.288
C -1.253 -4.916 -1.964
O -0.176 -4.003 -1.763
C -0.190 -2.790 -2.353
O 0.704 -2.010 -2.112
N -1.239 -2.569 -3.213
N -1.233 -1.323 -3.879
H -0.947 -5.839 -1.480
H -1.428 -5.095 -3.026
H -2.155 -4.547 -1.472
H -2.130 -2.869 -2.835
H -1.640 -0.600 -3.283
H -1.778 -1.429 -4.723
O 0.870 5.502 1.819
C 0.081 5.343 0.864
O -0.057 6.003 -0.180
C -0.716 4.016 0.921
C -0.619 3.184 2.034
C -1.116 1.899 1.955
N -1.646 1.396 0.838
C -1.808 2.214 -0.207
C -1.397 3.538 -0.191
C -2.285 1.557 -1.495
O -2.928 2.189 -2.311
O -1.925 0.317 -1.612
H -0.108 3.549 2.914
H -1.041 1.214 2.795
H -1.509 4.165 -1.066
O -1.955 -4.154 1.057
C -1.408 -3.100 0.763
O -1.804 -2.221 -0.075
C -0.106 -2.741 1.482
C 0.471 -3.594 2.407
C 1.651 -3.211 3.017
C 2.218 -1.987 2.686
C 1.581 -1.192 1.752
N 0.443 -1.563 1.164
H -0.029 -4.529 2.615
H 2.129 -3.856 3.744
H 3.140 -1.650 3.138
H 1.982 -0.233 1.454
C 2.999 3.332 0.788
C 2.362 3.098 -0.587
C 1.523 1.903 -0.602
N 0.866 0.965 -0.616
H 3.709 4.153 0.714
H 3.524 2.445 1.142
H 2.230 3.635 1.499
H 3.112 2.974 -1.371
H 1.730 3.948 -0.860

Results
Calculated total energy, eV: -71215.674
HOMO-LUMO gap (spin up / spin down), eV: 7.46 / 7.79
LUMO (spin up / spin down), Ha: 0.0805 / 0.0767
Relative energy (zero: lowest compared OMol25 entry of this formula, charge and spin), eV: 0.111
Net charge: -1
Spin multiplicity: 5
HOMO (spin up / spin down), eV: -5.266 / -5.707